Entry 1:
Entry from OMol25: one molecule with the formula C22H28FN7O7 in a non-equilibrium geometry (ωB97M-V with the def2-TZVPD basis set).

- Gap between HOMO and LUMO: 8.015 eV
- Maximum force: 1.39 eV/A
- DFT total energy: -50750.6154 eV
- LUMO: -0.2 eV
- SMILES: NC(=O)CC[C@@H]1NC(=O)[C@@H]2CCCN2C(=O)c2cc([N+](=O)[O-])cc(F)c2NCCC[C@@H](C(N)=O)NC1=O

Geometry as XYZ:
```
65
Properties=species:S:1:pos:R:3:mulliken_charge:R:1
N 1.40661 0.08123 -3.23185 -0.213
C 0.33015 -0.31062 -2.53782 0.098
O -0.16103 0.36930 -1.64903 -0.390
C -0.26172 -1.64719 -2.94269 -0.767
C 0.41365 -2.81635 -2.20959 -0.877
C 0.62075 -2.55818 -0.70854 -0.972
N -0.52216 -1.93306 -0.09541 0.588
C -1.10619 -2.43474 1.00999 0.440
O -0.76076 -3.47182 1.53527 -0.727
C -2.32432 -1.65246 1.52452 0.247
C -3.60316 -2.32998 1.02490 -1.045
C -3.85036 -1.61549 -0.30040 -0.572
C -3.49722 -0.16911 0.04322 -0.646
N -2.41690 -0.29543 1.00689 0.117
C -1.42189 0.56404 1.29290 0.034
O -0.47045 0.16656 1.97854 -0.741
C -1.46955 1.92927 0.71311 0.384
C -2.66057 2.60792 0.56687 0.268
C -2.71371 3.83228 -0.08960 -0.612
N -3.95438 4.50721 -0.22724 1.023
O -4.94698 3.97286 0.23980 -0.637
O -3.96383 5.57575 -0.81055 -0.661
C -1.55402 4.37374 -0.65038 -0.835
C -0.36683 3.72462 -0.46842 0.804
F 0.73845 4.28443 -1.02148 -0.349
C -0.24040 2.52472 0.27680 -0.487
N 0.90748 1.95302 0.62851 0.215
C 2.26296 2.17166 0.20889 -0.343
C 3.20972 1.97395 1.39690 -1.141
C 3.08905 0.60924 2.07872 -0.939
C 3.30033 -0.57039 1.13265 -0.025
C 4.17746 -1.66552 1.79327 0.252
N 4.54990 -2.62123 0.92392 -0.256
O 4.50201 -1.64630 2.95626 -0.661
N 2.04381 -1.16222 0.69732 -0.017
C 1.93110 -1.79129 -0.47639 0.384
O 2.83524 -1.81865 -1.30413 -0.798
H 1.87638 0.93219 -2.96497 0.268
H 1.88891 -0.54900 -3.84814 0.228
H -1.32535 -1.62629 -2.69880 0.008
H -0.15871 -1.79010 -4.01861 0.528
H -0.19461 -3.71052 -2.34812 0.412
H 1.40086 -3.00050 -2.63697 0.499
H 0.75360 -3.52222 -0.19415 0.698
H -0.76058 -1.00990 -0.44320 -0.089
H -2.25000 -1.64155 2.61626 0.489
H -3.47145 -3.40469 0.92083 0.486
H -4.42422 -2.14146 1.71676 0.359
H -4.87573 -1.71311 -0.64923 0.488
H -3.18059 -2.00547 -1.06746 0.024
H -3.17788 0.41916 -0.81902 0.338
H -4.36648 0.31330 0.50126 0.424
H -3.57701 2.22512 0.98450 0.821
H -1.59787 5.29804 -1.20478 0.585
H 0.77519 1.11598 1.19667 -0.128
H 2.39596 3.17604 -0.18952 0.493
H 2.50936 1.45331 -0.58497 -0.020
H 3.00938 2.74851 2.13867 0.409
H 4.23196 2.11103 1.03961 0.422
H 2.12389 0.50660 2.57672 0.384
H 3.84744 0.54274 2.86198 0.442
H 3.83209 -0.25473 0.22635 0.648
H 4.27310 -2.58758 -0.04549 0.224
H 5.10072 -3.39551 1.25661 0.248
H 1.28937 -1.20117 1.37151 0.173
```


Entry 2:
Entry from OMol25: one molecule with the formula C22H28N2O3S2 in a non-equilibrium geometry (ωB97M-V with the def2-TZVPD basis set).

- Gap between HOMO and LUMO: 8.882 eV
- Maximum force: 1.07 eV/A
- Energy above the lowest of the compared OMol25 structures with the same formula, charge and spin: 0.0 kJ/mol
- DFT total energy: -54062.8702 eV
- LUMO: 0.3 eV
- SMILES: Cc1ccc(C(=O)NCCSC2CCCCC2)cc1S(=O)(=O)Nc1ccccc1

Geometry as XYZ:
```
57
Properties=species:S:1:pos:R:3:mulliken_charge:R:1
C -3.59313 -2.86870 -0.84517 -1.985
C -2.46083 -2.42503 0.01422 1.040
C -1.39720 -3.26891 0.32396 -1.152
C -0.33967 -2.84092 1.10752 -0.462
C -0.33297 -1.54932 1.62102 -0.126
C 0.77423 -0.95119 2.42651 -0.158
O 0.57689 -0.06237 3.23243 -0.662
N 2.01125 -1.43377 2.15515 -0.100
C 3.18787 -0.74376 2.63380 -0.865
C 3.43582 0.57386 1.89906 -0.491
S 4.10863 0.40515 0.21155 -0.210
C 2.72314 -0.24716 -0.81660 0.372
C 3.22814 -0.27604 -2.25554 -1.183
C 2.16329 -0.86199 -3.17947 -0.756
C 0.86747 -0.06346 -3.07500 -1.046
C 0.38330 -0.02959 -1.62915 0.425
C 1.45062 0.57890 -0.72080 -0.077
C -1.41042 -0.71041 1.34648 -0.654
C -2.44194 -1.13814 0.54437 1.169
S -3.81755 -0.03980 0.15801 1.408
O -4.99706 -0.55317 0.78808 -0.716
O -3.83550 0.17840 -1.25713 -0.663
N -3.49770 1.39655 0.94203 -0.367
C -2.42551 2.25166 0.66631 -0.253
C -1.75411 2.89169 1.70623 -0.053
C -0.69258 3.73354 1.43218 -0.675
C -0.28903 3.94678 0.12479 -0.538
C -0.96618 3.32295 -0.90957 -0.413
C -2.03160 2.47996 -0.64794 -0.306
H -3.47534 -3.90578 -1.14877 0.430
H -3.65537 -2.23410 -1.72797 0.374
H -4.53157 -2.74900 -0.30597 0.386
H -1.39891 -4.27814 -0.06118 0.391
H 0.46162 -3.52877 1.33727 0.552
H 2.12652 -2.07891 1.39091 0.332
H 3.02421 -0.51444 3.69123 0.367
H 4.05008 -1.40436 2.53281 0.441
H 4.20673 1.14022 2.42027 0.423
H 2.52535 1.16945 1.86435 0.309
H 2.53269 -1.27282 -0.48590 0.145
H 3.46800 0.74288 -2.56550 0.409
H 4.14584 -0.86502 -2.31094 0.481
H 2.52922 -0.85326 -4.20751 0.410
H 1.97209 -1.90140 -2.90091 0.306
H 0.10086 -0.50847 -3.71138 0.410
H 1.04161 0.95707 -3.42178 0.354
H -0.53662 0.55058 -1.55006 -0.503
H 0.16098 -1.04744 -1.29609 0.065
H 1.07490 0.61208 0.30353 -0.277
H 1.66161 1.60414 -1.03192 0.502
H -1.39509 0.28098 1.76898 0.664
H -3.78301 1.35445 1.90849 0.356
H -2.06484 2.72490 2.72807 0.353
H -0.17598 4.21865 2.24664 0.417
H 0.54376 4.60069 -0.08536 0.425
H -0.66685 3.49456 -1.93294 0.405
H -2.57017 1.99551 -1.44567 0.575
```